Formula: C51H128N8O3S
Source: the OMol25 dataset
Level of theory: ωB97M-V with the def2-TZVPD basis set

The geometry in XYZ format:
```
191
Properties=species:S:1:pos:R:3:forces:R:3:lowdin_charge:R:1
C -1.340436 1.081936 -1.814856 -2.517 -0.222 0.283 -0.05
C -2.165516 0.738216 -0.560386 -0.122 -1.089 -0.694 -0.30
O -1.477906 1.047626 0.619484 1.096 -0.677 1.635 -0.26
S -0.178866 0.117836 1.060154 -0.583 0.507 -1.629 0.68
C 1.087304 1.317776 0.561774 0.134 -0.657 0.024 -0.11
O -0.229546 0.063266 2.497564 0.116 -0.469 -1.108 -0.28
O -0.120756 -1.080014 0.177144 -0.076 2.539 2.213 -0.31
H -2.035906 0.749796 -2.585636 0.311 -0.125 -0.562 0.06
H -0.406976 0.528616 -1.917726 -0.113 0.357 0.183 0.04
H -1.348586 2.166656 -1.921636 0.842 -0.002 0.015 0.09
H -3.165896 1.163556 -0.480166 0.335 1.170 -0.239 0.12
H -2.515876 -0.293264 -0.522766 0.820 -0.583 -0.256 0.10
H 2.030864 0.952566 0.967254 0.117 -0.096 -0.280 0.06
H 0.981374 2.332336 0.945884 -0.675 -0.288 0.435 0.06
H 1.060404 1.399116 -0.524856 0.153 -0.370 0.094 0.04
C -2.759686 -1.565244 4.218134 0.951 -0.919 -1.386 -0.11
C -3.951476 -0.872054 4.750854 -0.725 1.233 1.525 -0.23
N -3.709896 -0.138454 6.073014 -0.930 1.439 -2.819 -0.20
C -2.711546 0.966856 6.031404 -0.792 -0.556 1.898 -0.20
C -3.039776 2.180836 7.000604 -0.669 -0.127 -0.932 -0.09
C -3.856376 -0.890164 7.283984 1.917 -0.277 -1.586 -0.31
C -5.242196 -1.181304 7.501854 -3.433 -0.109 2.128 -0.13
H -2.588016 -1.254294 3.187624 0.767 0.640 0.195 0.06
H -2.943566 -2.616514 3.996504 0.043 -0.377 0.774 0.07
H -1.900056 -1.446174 4.877654 0.182 -0.068 -0.448 0.08
H -4.355416 -0.175314 4.016364 0.267 0.532 0.176 0.10
H -4.741526 -1.622954 4.742684 -0.388 0.215 1.173 0.10
H -1.812366 0.483506 6.413434 0.846 0.532 -0.364 0.10
H -2.583296 1.375306 5.029004 -0.002 -0.391 -0.013 0.11
H -4.024676 2.596916 6.788594 -0.345 -0.362 -0.215 0.06
H -3.055896 2.003426 8.075944 0.348 -0.456 -0.090 0.05
H -2.418096 3.055196 6.808004 0.612 -0.293 0.007 0.05
H -3.383486 -0.352064 8.105534 0.147 -0.276 -0.025 0.12
H -3.454926 -1.880154 7.067554 1.237 -0.258 0.798 0.11
H -5.861466 -0.292384 7.381724 -0.198 -0.109 -0.776 0.09
H -5.471066 -1.387974 8.547324 0.357 -0.440 0.386 0.07
H -5.600146 -2.074074 6.989094 -0.194 0.417 -0.441 0.08
C 6.156804 -5.325874 -2.846456 0.454 0.715 0.349 -0.09
C 5.200124 -4.178174 -2.471286 0.841 -0.474 1.449 -0.24
N 5.798504 -2.955984 -1.816116 -0.945 -0.672 -2.275 -0.15
C 6.737244 -2.233634 -2.694556 0.078 -0.403 -1.654 -0.20
C 6.306614 -1.979224 -4.271276 -0.522 -0.674 1.889 -0.05
C 4.732854 -2.027944 -1.531706 -0.129 1.673 2.271 -0.31
C 3.759464 -2.297154 -0.404556 -1.327 -1.786 0.250 -0.08
H 5.510124 -6.114664 -3.230796 0.391 -0.271 0.079 0.07
H 6.728274 -5.622844 -1.967056 -0.495 -0.393 0.339 0.07
H 6.991474 -5.143554 -3.523346 -0.478 0.468 -0.668 0.06
H 4.461994 -4.031654 -3.259826 0.139 0.694 -0.326 0.10
H 4.637404 -4.636734 -1.658166 -0.369 0.105 0.077 0.10
H 6.947564 -1.314224 -2.148146 0.052 0.233 -0.486 0.10
H 7.677114 -2.785404 -2.711466 0.005 -0.136 -0.110 0.09
H 5.788244 -2.838964 -4.695826 0.379 -0.604 0.282 0.04
H 5.494564 -1.259464 -4.374266 0.513 0.716 0.107 0.04
H 7.156954 -1.805004 -4.930576 -0.024 0.424 0.319 0.06
H 4.121314 -1.644134 -2.348286 0.171 -0.292 -0.708 0.10
H 5.180784 -1.146844 -1.072216 0.773 0.348 -0.700 0.10
H 4.075704 -2.879934 0.460584 0.849 0.058 -0.083 0.08
H 2.932684 -2.906804 -0.769076 -0.415 0.147 -0.027 0.05
H 3.340774 -1.385814 0.022364 -0.026 0.185 -0.366 0.06
C 0.967174 -2.711574 -7.513016 0.840 -0.463 -0.212 -0.08
C 0.052054 -3.124994 -6.336676 0.545 -1.080 0.009 -0.27
N -0.385166 -2.057954 -5.441766 -0.885 -0.228 0.189 -0.16
C -1.518716 -1.404704 -6.109266 -0.164 1.550 0.605 -0.26
C -1.631326 0.084196 -5.749746 0.692 0.235 0.386 -0.08
C -0.774226 -2.587294 -4.061646 0.221 1.088 -0.810 -0.22
C 0.406644 -2.549344 -3.079366 -0.894 0.592 -0.931 -0.06
H 1.223604 -3.393844 -8.323476 -1.540 -1.222 -0.091 0.06
H 2.022804 -2.748504 -7.243986 0.106 1.502 0.924 0.06
H 0.659024 -1.854384 -8.111666 0.157 0.493 0.712 0.07
H -0.806246 -3.693754 -6.694346 -0.421 0.019 -0.320 0.11
H 0.546904 -3.856114 -5.697386 0.515 -0.045 -0.164 0.11
H -1.422036 -1.363434 -7.194186 0.428 -0.585 -0.032 0.10
H -2.466096 -1.906534 -5.912486 -0.191 -0.305 0.115 0.11
H -0.670656 0.572006 -5.914856 0.112 -0.075 -0.673 0.05
H -2.389886 0.587496 -6.349236 -0.084 -0.006 0.145 0.07
H -1.734196 0.341276 -4.695506 -0.699 -0.500 0.179 0.04
H -1.269546 -3.558194 -4.071626 0.305 -0.494 -0.525 0.11
H -1.567716 -1.960944 -3.654026 0.004 0.433 -0.212 0.10
H 0.516504 -1.531354 -2.705586 -0.037 0.010 0.176 0.05
H 1.308914 -2.720214 -3.666576 0.224 -0.730 0.515 0.07
H 0.134934 -3.206444 -2.253236 0.801 -0.138 0.032 0.06
C 1.883574 -8.526484 -0.774396 0.480 0.060 -0.500 -0.08
C 1.768514 -7.210064 -0.026286 -0.071 0.426 0.081 -0.28
N 0.653954 -7.127174 0.885364 -1.218 0.317 0.554 -0.18
C 0.948624 -8.000424 2.022444 -1.015 -0.707 -0.008 -0.27
C -0.117366 -8.038414 3.116864 -1.291 -0.536 -0.824 -0.10
C 0.443594 -5.768514 1.386994 1.345 1.451 -0.189 -0.25
C 0.408814 -4.596114 0.406334 -0.379 -0.945 -1.966 -0.10
H 2.417304 -8.323794 -1.702916 0.454 -0.123 0.077 0.06
H 0.964634 -8.979914 -1.145936 -0.335 0.197 0.576 0.08
H 2.455114 -9.241754 -0.182916 -0.120 -0.199 -0.228 0.07
H 2.636234 -7.061284 0.616384 0.886 -0.016 -0.227 0.11
H 1.773804 -6.363684 -0.713096 -0.314 -0.182 -0.081 0.10
H 1.902584 -7.826064 2.520094 0.518 0.772 -0.068 0.11
H 1.091344 -8.994774 1.599364 -0.329 -0.204 0.119 0.10
H -1.124966 -8.236014 2.751074 -0.094 0.048 -0.973 0.07
H -0.318576 -7.097904 3.629754 0.869 -0.246 0.596 0.06
H -0.029056 -8.954864 3.700324 0.698 0.528 0.778 0.07
H -0.450596 -5.600904 1.987344 0.088 -0.829 0.177 0.11
H 1.339254 -5.530004 1.960584 0.111 0.048 1.043 0.11
H 1.261064 -4.471054 -0.261596 0.794 0.135 0.785 0.04
H -0.271376 -4.869324 -0.400386 -1.021 0.302 0.155 0.07
H 0.152344 -3.630054 0.841124 -0.057 -0.269 0.102 0.07
C -2.643336 8.074316 -0.052186 0.856 -1.351 0.340 -0.07
C -1.413426 7.094166 0.095964 -0.055 0.766 -0.404 -0.27
N -1.139606 6.626686 1.426284 0.489 0.585 0.647 -0.19
C -0.228426 5.454326 1.582744 -1.553 0.810 -0.278 -0.24
C -0.552726 4.712016 2.888674 1.657 1.239 -0.630 -0.07
C -0.624526 7.756756 2.235154 -0.738 -0.511 0.401 -0.26
C -1.546366 8.030806 3.431434 0.473 0.505 -1.252 -0.07
H -3.490546 7.601656 0.444744 -0.418 -0.045 -0.698 0.07
H -2.684656 8.264026 -1.124756 -0.800 -0.203 -0.002 0.07
H -2.580256 9.061846 0.404874 0.730 -0.104 0.267 0.06
H -1.453026 6.201806 -0.528716 -0.716 0.150 -0.322 0.11
H -0.593686 7.684296 -0.313766 0.701 0.030 -0.123 0.10
H -0.408266 4.730176 0.788164 -0.003 0.267 -0.404 0.10
H 0.788134 5.843546 1.526144 0.438 -0.483 0.015 0.10
H -1.635736 4.728776 3.010794 0.229 -0.774 0.126 0.09
H 0.037654 3.800346 2.796994 -0.971 -0.673 0.370 0.03
H -0.050216 5.241526 3.698124 -0.379 0.146 0.371 0.07
H -0.556116 8.697246 1.688444 -0.061 -0.134 -0.508 0.10
H 0.404404 7.513536 2.500204 0.094 0.100 0.533 0.10
H -1.110306 8.888226 3.944074 0.095 -0.521 1.006 0.07
H -1.764686 7.085466 3.928184 0.131 0.528 0.618 0.06
H -2.465386 8.464196 3.036884 -0.288 -0.401 -0.087 0.06
C -7.973606 0.317736 1.313854 0.615 -0.887 0.154 -0.08
C -8.387406 -0.415794 0.010764 0.470 0.454 0.623 -0.25
N -7.473026 -0.186374 -1.119676 -0.487 1.668 -0.723 -0.16
C -6.098006 -0.661064 -0.888006 -0.592 -0.006 0.021 -0.28
C -5.306656 -0.814164 -2.159906 -0.358 -0.277 -0.711 -0.10
C -7.462566 1.253516 -1.648296 -0.064 -1.445 0.038 -0.22
C -8.817646 1.787986 -2.118066 -0.372 -0.562 0.117 -0.09
H -7.910996 1.404946 1.267604 -0.422 -0.004 -0.323 0.07
H -6.968816 0.006116 1.599154 0.194 -0.077 -0.043 0.05
H -8.575116 0.020236 2.172794 -0.347 0.142 -0.132 0.07
H -8.451576 -1.497704 0.126744 0.442 -0.121 0.459 0.11
H -9.440006 -0.186144 -0.154726 0.148 0.473 -0.825 0.09
H -5.504476 -0.032074 -0.224526 -0.104 0.364 0.478 0.10
H -6.160486 -1.645314 -0.423826 -0.115 -0.025 0.172 0.12
H -5.166946 0.123706 -2.697486 0.278 0.029 0.163 0.06
H -4.345866 -1.288874 -1.960846 0.080 0.110 -0.023 0.06
H -5.873396 -1.455274 -2.835096 0.090 -0.142 -0.112 0.08
H -6.824446 1.223046 -2.531456 0.038 0.065 0.087 0.09
H -6.964356 1.917876 -0.942236 -0.097 0.198 0.323 0.10
H -8.825276 2.858326 -2.324006 0.322 -0.009 0.066 0.07
H -9.639376 1.597806 -1.427636 0.172 0.091 0.327 0.06
H -9.132746 1.279556 -3.029276 0.179 -0.034 -0.130 0.07
C 4.630884 0.063306 3.402514 -0.508 0.369 0.714 -0.08
C 4.627724 1.593076 3.292534 -0.922 0.200 -0.784 -0.22
N 3.257844 2.143826 3.007004 0.167 0.639 0.481 -0.17
C 2.282754 1.757286 4.018914 -0.811 0.424 -0.008 -0.28
C 2.482384 2.310466 5.448424 1.090 -0.492 -0.523 -0.06
C 3.144064 3.636556 2.820424 1.876 -1.353 -1.785 -0.21
C 3.677964 3.965676 1.419464 0.695 0.507 -0.176 -0.10
H 4.252284 -0.389934 2.486374 0.165 -0.014 -0.057 0.07
H 3.984394 -0.265084 4.216334 0.003 -0.112 0.019 0.06
H 5.623044 -0.311364 3.654224 0.076 0.083 -0.300 0.08
H 5.035944 2.081976 4.177084 0.344 -0.070 0.143 0.10
H 5.265944 1.779616 2.428834 0.024 0.606 0.071 0.10
H 1.330794 2.135176 3.645984 -0.238 -0.297 -0.035 0.08
H 2.227834 0.668866 3.998554 -0.255 0.091 0.378 0.10
H 1.693574 2.025776 6.144714 0.123 -0.187 -0.109 0.07
H 3.452194 1.899396 5.728794 -0.087 -0.209 0.795 0.06
H 2.646764 3.384846 5.530804 -0.388 0.141 -0.405 0.07
H 3.797364 4.192126 3.493224 -0.474 0.151 0.666 0.11
H 2.089694 3.912646 2.833744 0.237 0.043 0.548 0.08
H 3.104544 3.467686 0.637614 0.068 0.193 -0.057 0.05
H 4.739084 3.768386 1.267114 0.085 -1.167 0.353 0.05
H 3.828534 5.025836 1.215784 -1.201 0.485 0.079 0.07
C 2.093234 0.857456 -4.992596 -0.633 0.664 -1.606 -0.09
C 2.315774 0.945676 -3.530916 -0.050 -1.780 -0.140 -0.30
N 3.147944 2.035056 -3.190976 0.036 1.555 1.300 -0.16
C 3.858804 1.946996 -1.899046 -1.774 -2.018 -0.879 -0.25
C 4.961564 2.892216 -1.711376 1.124 1.079 0.065 -0.09
C 2.349724 3.262496 -3.203226 1.140 1.762 -1.784 -0.26
C 2.995704 4.124706 -4.250916 0.721 1.802 -1.084 -0.11
H 3.031424 0.906216 -5.545336 0.087 -0.107 0.059 0.09
H 1.494414 1.708096 -5.318056 -0.056 0.161 -0.274 0.07
H 1.536134 -0.030304 -5.291956 0.048 -0.159 0.171 0.06
H 1.333184 1.010536 -3.063576 -0.183 -0.319 0.515 0.09
H 2.781254 -0.022214 -3.344856 0.187 0.041 0.996 0.11
H 4.281264 0.942986 -1.938866 0.046 -0.188 0.466 0.11
H 3.072144 1.963856 -1.144746 0.298 0.107 0.683 0.08
H 5.410774 2.814256 -0.721316 0.033 -0.373 -0.009 0.07
H 4.713044 3.950666 -1.788946 -0.266 0.013 -0.248 0.07
H 5.709364 2.647516 -2.465716 0.220 0.294 0.042 0.09
H 1.302804 3.269546 -3.506536 -0.278 -1.173 0.352 0.12
H 2.411624 3.938956 -2.350766 0.003 -0.796 0.932 0.11
H 4.038974 4.346666 -4.026356 0.140 -0.338 0.196 0.06
H 3.003914 3.765036 -5.279836 -0.250 -0.484 0.134 0.07
H 2.558334 5.121906 -4.299726 -0.427 0.182 0.026 0.07
```
Forces are in eV/Å.

Results
E = -83852.43134 eV
2S+1 = 1
Total charge = 0